# 1
Below is 2 unconnected molecules or ions with the total composition C6H14O, with properties calculated with the ωB97M-V functional and the def2-TZVPD basis.

Output
- Gap between HOMO and LUMO: 10.0 eV
- SMILES string: C=C(C)CCC.O
- Spin multiplicity: 1
- Net charge: 0
- Electronic energy: -8495.9539 eV
- Maximum force: 1.60 eV/Å
- Energy relative to the best compared isomer or geometry (same formula, charge and spin): 21.6 kcal/mol

```
21
Properties=species:S:1:pos:R:3:forces:R:3
C 2.123 1.329 -1.515 -0.926 0.360 -0.368
C 1.732 1.841 -0.125 0.421 -0.534 -0.188
C 1.044 0.734 0.721 1.159 0.602 -0.924
C -0.130 0.111 0.021 -0.041 -0.562 0.946
C -0.218 -1.215 -0.093 -0.319 0.431 -0.430
C -1.250 0.996 -0.425 -0.494 0.455 0.017
H 2.702 2.031 -2.118 0.311 0.061 0.394
H 2.647 0.379 -1.438 0.057 -0.041 -0.108
H 1.219 1.198 -2.122 0.094 -0.400 0.128
H 1.083 2.715 -0.185 0.102 0.118 -0.069
H 2.671 2.115 0.364 -0.259 0.254 0.278
H 0.841 1.186 1.693 -0.507 -0.218 0.064
H 1.811 -0.031 0.873 -0.163 -0.121 0.175
H -1.117 -1.636 -0.531 0.136 -0.219 -0.014
H 0.580 -1.890 0.180 -0.001 0.023 0.159
H -1.126 1.363 -1.447 0.147 -0.033 0.005
H -1.363 1.883 0.205 0.165 -0.046 0.039
H -2.213 0.483 -0.389 0.097 -0.135 -0.094
H -2.858 -2.380 1.499 0.304 -0.036 -0.114
H -3.483 -3.737 1.570 0.080 -0.235 -0.071
O -2.676 -3.301 1.273 -0.362 0.274 0.178
```
Positions in Å, forces in eV/Å.

Mulliken atomic charge list, values in e, 4 entries: -1.089, -0.440, -0.746, 1.164

# 2
Below is C6H14O in the gas phase, with properties calculated with the ωB97M-V functional and the def2-TZVPD basis.

Output
- Gap between HOMO and LUMO: 10.9 eV
- SMILES string: CCCOCCC
- Spin multiplicity: 1
- Net charge: 0
- Electronic energy: -8496.2469 eV
- Maximum force: 0.28 eV/Å
- Energy relative to the best compared isomer or geometry (same formula, charge and spin): 14.9 kcal/mol

```
21
Properties=species:S:1:pos:R:3:forces:R:3
C -3.647 0.250 0.351 -0.079 0.030 0.001
C -2.410 -0.501 -0.140 0.077 -0.031 -0.032
C -1.164 0.376 -0.095 -0.201 0.188 -0.056
O -0.028 -0.447 -0.015 0.002 -0.079 -0.030
C 1.179 0.275 -0.038 0.224 0.112 -0.011
C 2.332 -0.712 0.008 -0.038 -0.035 -0.008
C 3.686 -0.022 -0.129 0.048 0.034 -0.008
H -3.668 1.281 -0.024 -0.009 -0.161 -0.006
H -4.569 -0.239 0.024 0.096 0.044 0.069
H -3.664 0.299 1.446 0.022 0.042 -0.163
H -2.216 -1.372 0.495 -0.074 0.093 -0.078
H -2.559 -0.880 -1.161 0.061 0.118 0.244
H -1.201 1.062 0.772 -0.002 -0.178 -0.094
H -1.109 1.010 -1.000 -0.020 -0.078 0.181
H 1.228 0.972 0.819 -0.020 -0.106 -0.111
H 1.240 0.887 -0.956 -0.014 -0.098 0.114
H 2.184 -1.435 -0.803 0.050 0.098 0.093
H 2.278 -1.276 0.947 0.013 0.077 -0.138
H 3.890 0.634 0.726 -0.037 -0.089 -0.129
H 3.721 0.592 -1.037 0.013 -0.096 0.129
H 4.497 -0.753 -0.191 -0.112 0.113 0.032
```
Positions in Å, forces in eV/Å.

Mulliken atomic charge list, values in e, 4 entries: -1.202, -0.217, -0.576, -0.263

# 3
Below is 2 unconnected molecules or ions with the total composition C6H14O, with properties calculated with the ωB97M-V functional and the def2-TZVPD basis.

Output
- Gap between HOMO and LUMO: 9.2 eV
- SMILES string: C/C=C(\C)CC.O
- Spin multiplicity: 1
- Net charge: 0
- Electronic energy: -8494.1719 eV
- Maximum force: 4.42 eV/Å
- Energy relative to the best compared isomer or geometry (same formula, charge and spin): 62.7 kcal/mol

```
21
Properties=species:S:1:pos:R:3:forces:R:3
C 2.160 0.025 1.144 0.892 1.920 -0.336
C 0.821 -0.599 1.459 -0.046 -0.350 4.001
C -0.496 0.049 1.168 2.019 2.638 -2.584
C -0.403 1.312 0.608 -3.256 -0.032 1.209
C -1.685 1.857 -0.073 -0.146 -0.537 -0.006
C -1.702 -0.819 1.352 0.366 -1.256 -1.267
H 2.708 -0.406 0.292 -0.790 0.333 -0.336
H 2.048 1.187 1.002 0.657 -2.356 0.374
H 2.888 -0.238 1.941 -0.588 0.704 -0.054
H 0.863 -0.758 2.619 -0.265 -0.084 -1.646
H 0.752 -1.583 1.072 0.053 -1.156 -0.458
H 0.197 2.170 1.054 0.226 -1.706 -1.234
H -2.446 1.087 -0.318 0.777 0.089 0.074
H -1.542 2.411 -1.013 0.387 -0.071 0.407
H -2.213 2.494 0.615 -0.207 0.730 0.279
H -1.625 -0.957 2.420 -0.367 -0.843 0.467
H -2.678 -0.373 1.167 0.241 0.206 -0.175
H -1.654 -1.835 0.768 0.045 1.773 1.279
H 0.571 -0.740 -4.770 -2.350 2.182 -1.617
H 1.074 -2.191 -4.944 -0.573 -1.888 -1.683
O 1.111 -1.402 -4.482 2.925 -0.298 3.304
```
Positions in Å, forces in eV/Å.

Mulliken atomic charge list, values in e, 4 entries: -0.915, -0.483, 0.599, -0.125

# 4
Below is 2 unconnected molecules or ions with the total composition C6H14O, with properties calculated with the ωB97M-V functional and the def2-TZVPD basis.

Output
- Gap between HOMO and LUMO: 9.9 eV
- SMILES string: C/C=C(\C)CC.O
- Spin multiplicity: 1
- Net charge: 0
- Electronic energy: -8495.9182 eV
- Maximum force: 1.78 eV/Å
- Energy relative to the best compared isomer or geometry (same formula, charge and spin): 22.5 kcal/mol

```
21
Properties=species:S:1:pos:R:3:forces:R:3
C -2.235 -1.136 0.489 -0.103 1.048 -0.283
C -0.703 -1.075 0.651 -0.708 0.804 -1.149
C -0.083 0.040 -0.189 -0.049 -0.477 0.428
C 0.445 1.114 0.401 -0.125 0.267 -0.573
C 1.069 2.264 -0.338 -1.342 1.015 0.569
C -0.148 -0.221 -1.666 -0.321 -0.146 0.186
H -2.729 -1.585 1.345 -0.024 -0.299 -0.126
H -2.647 -0.128 0.369 0.079 0.135 0.423
H -2.538 -1.586 -0.453 0.049 -0.611 0.145
H -0.340 -1.998 0.204 0.495 -0.333 0.737
H -0.431 -0.895 1.684 0.154 -0.507 0.139
H 0.239 1.269 1.454 0.346 -0.210 0.175
H 1.752 2.879 0.250 0.530 -0.601 -0.041
H 0.263 3.008 -0.482 0.067 -0.221 -0.325
H 1.436 2.001 -1.314 0.437 -0.023 -0.167
H 0.180 0.595 -2.304 -0.021 0.014 0.017
H 0.378 -1.132 -1.929 0.431 -0.138 -0.037
H -1.188 -0.473 -1.893 -0.030 0.315 -0.190
H 3.009 -0.841 1.756 -0.189 -0.201 -0.191
H 1.877 -0.725 0.731 0.077 -0.058 0.152
O 2.393 -1.375 1.234 0.248 0.228 0.109
```
Positions in Å, forces in eV/Å.

Mulliken atomic charge list, values in e, 4 entries: -1.299, -0.302, 0.131, 0.093

# 5
Below is C6H14O in the gas phase, with properties calculated with the ωB97M-V functional and the def2-TZVPD basis.

Output
- Gap between HOMO and LUMO: 11.2 eV
- SMILES string: CC(C)C[C@@H](C)O
- Spin multiplicity: 1
- Net charge: 0
- Electronic energy: -8496.5679 eV
- Maximum force: 0.35 eV/Å
- Energy relative to the best compared isomer or geometry (same formula, charge and spin): 7.5 kcal/mol

```
21
Properties=species:S:1:pos:R:3:forces:R:3
C -1.394 -1.016 -0.931 0.022 0.007 -0.049
C -1.188 -0.398 0.454 -0.019 -0.020 0.011
C -2.266 0.661 0.704 -0.058 0.033 0.028
C 0.214 0.227 0.694 0.047 0.050 0.032
C 1.297 0.004 -0.354 -0.114 0.326 0.058
C 2.555 0.801 -0.015 0.034 0.008 0.002
O 1.592 -1.387 -0.397 0.171 -0.119 -0.180
H -2.411 -1.419 -1.010 0.157 0.054 0.005
H -0.681 -1.822 -1.118 -0.124 0.113 -0.001
H -1.279 -0.263 -1.722 -0.037 -0.093 0.094
H -1.327 -1.202 1.189 0.040 0.107 -0.108
H -3.272 0.228 0.669 0.145 0.053 0.002
H -2.209 1.439 -0.070 -0.013 -0.101 0.134
H -2.139 1.149 1.677 -0.021 -0.090 -0.119
H 0.614 -0.122 1.654 -0.052 0.038 -0.102
H 0.101 1.313 0.790 0.007 -0.090 -0.021
H 0.916 0.337 -1.334 0.078 -0.100 0.117
H 2.959 0.464 0.946 -0.065 0.053 -0.119
H 2.344 1.874 0.050 0.006 -0.153 -0.031
H 3.330 0.657 -0.778 -0.121 0.005 0.096
H 2.244 -1.523 -1.097 -0.086 -0.080 0.151
```
Positions in Å, forces in eV/Å.

Mulliken atomic charge list, values in e, 4 entries: -1.531, 0.907, -1.644, -1.134

# 6
Below is 2 unconnected molecules or ions with the total composition C6H14O, with properties calculated with the ωB97M-V functional and the def2-TZVPD basis.

Output
- Gap between HOMO and LUMO: 10.7 eV
- SMILES string: C=CCCCC.O
- Spin multiplicity: 1
- Net charge: 0
- Electronic energy: -8495.2819 eV
- Maximum force: 2.10 eV/Å
- Energy relative to the best compared isomer or geometry (same formula, charge and spin): 37.1 kcal/mol

```
21
Properties=species:S:1:pos:R:3:forces:R:3
C 0.561 1.973 -0.151 -0.161 -0.011 -0.730
C -0.674 1.314 0.488 -0.237 1.000 -0.257
C -0.493 0.458 1.724 1.659 -0.534 0.130
C 0.556 -0.706 1.572 -0.455 0.258 0.140
C -0.596 -1.857 -0.349 0.095 0.013 0.014
C 0.506 -1.349 0.213 -0.725 -1.898 0.521
H 0.802 1.587 -1.151 0.207 -0.672 0.452
H 1.444 1.930 0.490 -0.031 0.337 -0.147
H 0.276 2.985 -0.462 0.393 0.188 0.707
H -1.284 2.162 0.814 -0.374 -0.249 -0.127
H -1.198 0.807 -0.327 -0.233 -0.117 0.425
H -1.451 0.067 2.066 -0.035 -0.134 -0.165
H -0.097 1.049 2.557 -0.260 0.247 -0.140
H 0.340 -1.395 2.398 -0.189 -0.407 -0.420
H 1.594 -0.454 1.814 -0.194 0.712 -0.297
H -1.599 -1.899 0.062 0.063 0.647 0.191
H -0.521 -2.385 -1.283 0.160 -0.282 -0.260
H 1.411 -1.759 -0.232 0.305 0.866 -0.098
H 0.586 -1.305 -3.860 -0.195 0.315 -0.089
H -0.158 -0.659 -2.717 -0.077 0.152 0.052
O -0.006 -0.563 -3.665 0.287 -0.434 0.098
```
Positions in Å, forces in eV/Å.

Mulliken atomic charge list, values in e, 4 entries: -0.994, -0.369, -0.828, -0.632

# 7
Below is C6H14O in the gas phase, with properties calculated with the ωB97M-V functional and the def2-TZVPD basis.

Output
- Gap between HOMO and LUMO: 11.0 eV
- SMILES string: CCCCCOC
- Spin multiplicity: 1
- Net charge: 0
- Electronic energy: -8496.0458 eV
- Maximum force: 0.40 eV/Å
- Energy relative to the best compared isomer or geometry (same formula, charge and spin): 19.5 kcal/mol

```
21
Properties=species:S:1:pos:R:3:forces:R:3
C -3.225 -0.618 -0.899 -0.004 -0.157 -0.004
C -2.246 -0.295 0.231 -0.080 0.150 -0.049
C -1.004 0.386 -0.341 0.041 0.014 0.001
C 0.230 0.323 0.559 0.079 -0.012 -0.042
C 1.492 0.430 -0.273 -0.076 0.070 -0.064
O 2.589 -0.031 0.485 -0.012 0.108 -0.117
C 3.757 -0.068 -0.291 0.379 -0.048 -0.132
H -4.171 -1.044 -0.547 0.149 0.103 0.017
H -2.761 -1.355 -1.568 -0.157 0.161 0.029
H -3.451 0.279 -1.492 0.033 -0.185 0.138
H -2.716 0.373 0.963 0.019 -0.191 0.018
H -1.948 -1.215 0.762 -0.157 0.250 -0.170
H -0.765 -0.100 -1.299 -0.021 0.064 0.179
H -1.237 1.434 -0.582 0.016 -0.213 -0.023
H 0.281 -0.637 1.089 -0.107 0.117 -0.104
H 0.221 1.114 1.320 -0.054 -0.177 -0.074
H 1.379 -0.182 -1.186 0.106 0.018 0.187
H 1.654 1.469 -0.611 0.067 -0.133 0.074
H 3.630 -0.708 -1.178 -0.025 0.093 0.091
H 4.565 -0.483 0.315 -0.129 0.062 0.016
H 4.054 0.936 -0.629 -0.066 -0.095 0.030
```
Positions in Å, forces in eV/Å.

Mulliken atomic charge list, values in e, 4 entries: -1.263, -0.299, -0.679, -0.501

# 8
Below is 3 unconnected molecules or ions with the total composition C6H14O2, with properties calculated with the ωB97M-V functional and the def2-TZVPD basis.

Output
- Gap between HOMO and LUMO (alpha / beta): 2.7 / 9.2 eV
- Spin multiplicity: 2
- Net charge: -1
- <S²>: 0.750
- Electronic energy: -10541.4178 eV
- Maximum force: 2.33 eV/Å
- Energy relative to the best compared isomer or geometry (same formula, charge and spin): 24.2 kcal/mol

```
22
Properties=species:S:1:pos:R:3:forces:R:3
C -0.362 0.753 -0.101 1.012 -0.926 0.075
C 1.074 0.690 -0.582 -1.422 -0.326 -0.250
C 1.723 -0.474 -0.672 0.421 0.925 -0.826
C 1.069 -1.798 -0.663 -0.463 0.017 1.405
C 1.370 -2.739 0.230 0.963 0.403 -0.015
C 1.579 2.021 -1.067 1.666 -0.276 1.599
H -0.440 1.490 0.689 -0.459 0.594 -0.489
H -0.648 -0.159 0.414 0.156 -0.193 -0.157
H -1.017 0.832 -0.969 -0.324 0.650 0.349
H 2.767 -0.378 -0.966 0.094 -0.451 -0.147
H 0.167 -1.871 -1.257 0.044 -0.246 -0.315
H 2.181 -2.492 0.914 -0.017 -0.245 -0.024
H 0.946 -3.721 0.356 -0.452 -0.001 -0.254
H 2.098 2.529 -0.230 -0.533 0.101 -0.023
H 0.773 2.672 -1.385 0.079 -0.072 -0.387
H 2.421 1.881 -1.744 -0.395 0.153 -0.668
H -2.957 -1.923 0.106 0.291 0.332 0.403
H -1.982 -1.222 1.106 -0.390 0.113 -0.131
O -2.338 -2.078 0.836 -0.100 -0.478 -0.179
H -2.471 2.675 1.502 0.222 -0.104 -0.064
H -3.444 1.613 1.878 -0.060 -0.250 0.108
O -2.512 1.699 1.604 -0.333 0.279 -0.012
```
Positions in Å, forces in eV/Å.

Mulliken atomic charge list, values in e, 4 entries: -2.307, 1.706, -0.682, 0.115

# 9
Below is 3 unconnected molecules or ions with the total composition C6H14O2, with properties calculated with the ωB97M-V functional and the def2-TZVPD basis.

Output
- Gap between HOMO and LUMO (alpha / beta): 3.1 / 6.2 eV
- Spin multiplicity: 2
- Net charge: -1
- <S²>: 0.762
- Electronic energy: -10540.6127 eV
- Maximum force: 4.36 eV/Å
- Energy relative to the best compared isomer or geometry (same formula, charge and spin): 42.8 kcal/mol

```
22
Properties=species:S:1:pos:R:3:forces:R:3
C 0.571 1.625 -2.044 -2.347 -1.516 3.348
C 1.157 0.965 -0.768 -1.064 1.139 0.594
C 2.485 0.619 -0.678 0.077 -0.758 0.305
C -0.936 0.176 2.325 -1.920 -0.164 0.445
C 0.081 -0.022 1.282 0.802 -0.068 0.929
C 0.154 0.849 0.245 -0.145 0.548 -0.414
H -0.482 1.890 -1.722 0.861 -0.406 -0.583
H 0.922 2.546 -2.336 1.732 1.780 -1.263
H 0.458 0.824 -2.734 0.177 -0.210 -1.381
H 3.118 1.015 -1.409 0.921 0.387 -1.454
H 3.064 0.033 0.045 -0.940 0.299 0.289
H -0.975 1.176 2.783 0.252 0.136 -0.217
H -0.811 -0.497 3.215 -0.451 0.134 -0.943
H -1.935 0.080 1.765 0.700 -0.113 1.543
H 0.680 -0.897 1.405 0.973 -0.183 -0.073
H -0.777 1.496 0.191 1.377 -0.553 -0.270
H -1.555 -0.996 -0.072 -0.571 1.206 -0.731
H -2.628 -0.602 -1.118 -1.474 -1.243 -1.932
O -2.114 -0.249 -0.446 1.230 -0.362 1.991
H -0.319 -3.845 -0.173 0.102 2.404 0.949
H 0.154 -2.672 0.883 -0.315 -0.299 -0.696
O -0.385 -2.854 0.084 0.022 -2.159 -0.438
```
Positions in Å, forces in eV/Å.

Mulliken atomic charge list, values in e, 4 entries: -1.235, 0.585, -1.181, -1.028

# 10
Below is 3 unconnected molecules or ions with the total composition C6H14O2, with properties calculated with the ωB97M-V functional and the def2-TZVPD basis.

Output
- Gap between HOMO and LUMO (alpha / beta): 3.0 / 6.3 eV
- Spin multiplicity: 2
- Net charge: -1
- <S²>: 0.764
- Electronic energy: -10541.8975 eV
- Maximum force: 0.88 eV/Å
- Energy relative to the best compared isomer or geometry (same formula, charge and spin): 13.2 kcal/mol

```
22
Properties=species:S:1:pos:R:3:forces:R:3
C -0.060 -0.374 -3.007 0.038 -0.538 0.084
C -0.476 0.762 -2.077 0.470 0.533 0.261
C -0.995 0.323 -0.740 -0.209 -0.226 -0.670
C -0.388 0.690 0.438 0.130 0.505 0.708
C -0.706 0.338 1.784 0.099 -0.403 -0.477
C -1.199 -0.888 2.203 -0.447 0.568 -0.097
H 0.490 -0.047 -3.902 -0.315 0.049 -0.017
H -0.948 -0.959 -3.277 0.121 0.137 -0.284
H 0.580 -1.096 -2.485 0.037 0.231 0.103
H -1.154 1.437 -2.629 -0.319 -0.278 0.029
H 0.378 1.424 -1.890 0.237 -0.175 0.012
H -1.982 -0.142 -0.756 0.125 -0.096 0.279
H 0.510 1.320 0.366 -0.277 0.217 -0.215
H -0.513 1.108 2.532 0.385 -0.190 0.092
H -1.479 -1.629 1.458 0.065 -0.070 0.278
H -1.466 -1.015 3.247 -0.106 -0.261 -0.045
H 0.148 2.528 6.309 0.119 0.042 0.060
H -1.109 2.737 5.520 -0.088 0.118 -0.076
O -0.559 3.168 6.183 -0.033 -0.180 -0.028
H 3.413 -3.897 -2.786 0.021 -0.218 -0.130
H 3.664 -2.460 -3.060 0.072 0.153 -0.229
O 3.851 -3.330 -3.430 -0.125 0.082 0.364
```
Positions in Å, forces in eV/Å.

Mulliken atomic charge list, values in e, 4 entries: -1.258, -0.464, -0.195, -0.638

Look up the energy relative to the best compared isomer or geometry (same formula, charge and spin) of the fourth one. 22.5 kcal/mol

The highest maximum force belongs to which entry? number 3